{
  "formula": "C7H8ClN2O",
  "method": "ωB97M-V/def2-TZVPD",
  "energy_ev": -24934.849,
  "gap_ev": [6.602, 6.604],
  "de_lowest_kcal_mol": 61.8,
  "lumo_energy_ev": [3.5, 3.5],
  "charge": -1,
  "symbols": ["C", "C", "C", "C", "C", "C", "C", "N", "N", "O", "Cl", "H", "H", "H", "H", "H", "H", "H", "H"],
  "coordinates": [[-1.97518, 1.24856, -0.04630], [-0.66718, 1.63494, -0.22486], [-2.42862, -0.01481, -0.09350], [-1.00235, -1.89116, -0.22080], [0.02050, -2.62135, -0.57223], [-0.37239, 3.09967, -0.06215], [1.06925, -3.01736, 0.42807], [-1.96156, -1.19326, -0.05806], [0.20274, 0.72797, -0.46496], [1.44024, 0.94339, -0.61454], [-4.23527, -0.09938, 0.14434], [-2.80019, 1.92169, 0.20724], [0.15513, -2.74211, -1.59389], [-0.63168, 3.50827, -0.98811], [0.71043, 3.11488, 0.13500], [-0.90990, 3.81602, 0.58203], [1.54368, -4.16080, 0.33679], [0.58746, -3.15630, 1.40897], [1.89646, -2.27217, 0.43475]],
  "atomic_forces_ev_per_a": [[-1.635, -0.903, 0.144], [-0.553, 3.083, 1.640], [-2.681, 2.399, 0.739], [0.968, 0.306, -0.456], [0.081, -0.575, 1.793], [1.300, -0.076, 0.549], [1.179, -2.596, 0.376], [0.661, -3.265, -0.242], [1.128, -2.723, -0.760], [0.227, 0.847, 0.173], [-0.726, 0.080, 0.040], [0.757, 0.359, -0.371], [0.346, -0.386, -1.783], [0.382, 1.039, -1.977], [-0.250, 0.629, -0.285], [-0.057, -1.141, 0.684], [-1.050, 2.881, -0.453], [0.339, 0.702, -0.112], [-0.417, -0.659, 0.301]],
  "mulliken_charge": [-0.459, 0.546, 0.308, 0.475, -0.606, -1.313, -0.913, -0.294, -0.037, -0.702, -0.346, 0.266, 0.362, 0.300, 0.345, 0.321, 0.238, 0.298, 0.211]
}